*one*
19
Properties=species:S:1:pos:R:3:lowdin_charge:R:1 method="wB97M-V/def2-TZVPD" total_charge=+1 gap_ha=0.315 homo_ev=-12.6 lumo_ev=-4.02
Cs -1.9377 -2.5747 -1.4077 0.957
C -1.2306 1.4371 4.8978 -0.074
C -1.4347 -0.1020 4.7304 -0.323
O -1.2150 -0.5109 3.4115 -0.090
H -0.2974 1.7779 4.4493 0.072
H -1.1778 1.7013 5.9540 0.073
H -2.1003 1.9607 4.5009 0.067
H -2.4154 -0.3484 5.1373 0.111
H -0.6179 -0.5425 5.3022 0.105
H -1.5107 -1.4131 3.2687 0.073
C 2.4608 -0.3954 -4.1417 -0.087
C 1.1677 0.2343 -4.7325 -0.274
O 0.1677 -0.8083 -4.8201 -0.107
H 2.7595 -1.1621 -4.8567 0.073
H 2.5060 -0.8895 -3.1712 0.063
H 3.2452 0.3557 -4.0489 0.075
H 1.4229 0.5838 -5.7329 0.115
H 0.8512 1.0026 -4.0270 0.107
H -0.6435 -0.3063 -4.7134 0.063

*two*
19
Properties=species:S:1:pos:R:3:lowdin_charge:R:1 method="wB97M-V/def2-TZVPD" total_charge=+1 gap_ha=0.309 homo_ev=-12.4 lumo_ev=-4.01
Cs -22.6690 29.2694 -22.2335 0.982
C -28.6074 25.4814 -25.2721 -0.104
C -27.7240 25.8764 -26.3931 -0.323
O -26.3762 25.9452 -25.9099 -0.091
H -29.6480 25.4138 -25.5895 0.077
H -28.7066 26.1504 -24.4173 0.077
H -28.4371 24.4546 -24.9484 0.080
H -27.9820 26.8726 -26.7525 0.108
H -27.8445 25.2467 -27.2746 0.113
H -25.8757 26.6105 -26.3878 0.070
C -16.7937 31.5972 -17.3696 -0.104
C -17.7709 30.5173 -17.7513 -0.288
O -19.1386 31.0849 -17.8043 -0.108
H -16.8854 31.8110 -16.3047 0.076
H -16.9264 32.4904 -17.9800 0.078
H -15.7578 31.3052 -17.5424 0.076
H -17.6868 29.7292 -17.0030 0.107
H -17.5211 30.1262 -18.7376 0.104
H -19.3425 31.2595 -16.8826 0.068

Energy above the most stable structure, in kJ/mol: *one* 11.5; *two* 0.0

*one*
25
Properties=species:S:1:pos:R:3:lowdin_charge:R:1 method="wB97M-V/def2-TZVPD" total_charge=0 gap_ha=0.332 homo_ev=-8.5 lumo_ev=0.57
C -0.5421 0.7670 -1.6331 -0.060
C -1.0358 0.8469 -0.2477 -0.342
C -2.5407 0.3344 -0.2118 -0.024
C -0.1910 -0.0549 0.6539 -0.321
C -0.5720 0.0791 2.1477 0.019
C -0.3002 -1.4578 0.2159 -0.406
O -1.2598 -2.1964 0.2253 0.097
N 0.9375 -1.9043 -0.2998 0.183
C 1.8826 -0.8946 -0.1864 -0.414
N 3.1821 -0.8540 -0.6055 0.078
C 3.6359 0.3362 -0.3770 -0.422
S 2.5529 1.4753 0.4260 1.046
C 1.4009 0.2125 0.4201 -0.427
H -1.3492 0.4092 -2.2612 0.081
H 0.2766 0.0706 -1.7444 0.074
H -0.3004 1.7966 -2.0129 0.110
H -0.9763 1.8084 0.0834 0.106
H -2.3874 -0.7034 -0.2622 0.038
H -3.2658 0.8646 -0.9068 0.109
H -2.9474 0.6316 0.7163 0.050
H -1.6173 -0.0761 2.2955 0.084
H -0.4857 1.0296 2.4862 0.053
H 0.1353 -0.5116 2.6606 0.088
H 1.1788 -2.6073 -0.9842 0.163
H 4.5885 0.5985 -0.5978 0.033

*two*
25
Properties=species:S:1:pos:R:3:lowdin_charge:R:1 method="wB97M-V/def2-TZVPD" total_charge=0 gap_ha=0.298 homo_ev=-8.7 lumo_ev=-0.58
H 1.0435 -2.7773 -1.2778 0.056
N 0.2744 -2.3359 -0.8040 0.103
C -0.8532 -2.0291 -1.3181 -0.396
C -2.0189 -1.8381 -0.5247 -0.136
C -2.3308 -0.4036 -0.2535 -0.145
C -3.4873 0.0653 0.4589 -0.082
N -3.4812 1.3267 0.6744 0.102
O -2.2559 1.7954 0.1801 -0.033
C -1.5817 0.7155 -0.3627 -0.285
C -0.2813 0.8551 -0.9339 -0.669
S -0.1386 0.2933 -2.4453 0.898
C 0.8386 1.5249 -0.2199 -0.395
C 0.3990 2.9035 0.3156 -0.051
C 1.1471 0.4199 0.9045 -0.032
H -1.0789 -2.1109 -2.3393 0.068
H -1.9484 -2.2747 0.4860 0.144
H -2.8885 -2.2573 -1.0824 0.146
H -4.2794 -0.3784 0.9432 0.103
H 1.7156 1.7074 -0.8863 0.132
H 1.0778 3.3910 0.9346 0.051
H -0.6087 2.7335 0.8724 0.110
H 0.1643 3.5813 -0.4853 0.078
H 0.2450 0.1858 1.5100 0.088
H 1.9223 0.9258 1.4568 0.068
H 1.3305 -0.6175 0.4378 0.079

Energy above the most stable structure, in kJ/mol: *one* 0.0; *two* 283.4

*one*
11
Properties=species:S:1:pos:R:3:lowdin_charge:R:1 method="wB97M-V/def2-TZVPD" total_charge=0 gap_ha=0.349 homo_ev=-8.9 lumo_ev=0.57
H -0.0794 2.6324 1.0630 0.050
N -0.3982 1.7474 1.5035 0.100
C -0.1580 0.7560 0.7100 -0.566
N -0.6453 -0.4856 1.1264 -0.055
O 0.0937 -1.6608 0.9214 -0.081
N 0.4810 0.7305 -0.5425 -0.364
S 0.1598 -0.3798 -1.7993 0.770
H -0.9784 -0.3759 2.0851 0.133
H 0.9189 -1.4286 1.3763 0.107
H 1.0410 1.5051 -0.7857 0.058
H 0.6768 -1.4510 -1.1928 -0.153

*two*
11
Properties=species:S:1:pos:R:3:lowdin_charge:R:1 method="wB97M-V/def2-TZVPD" total_charge=0 gap_ha=0.356 homo_ev=-9.4 lumo_ev=0.29
C 0.0064 0.3885 0.0327 -0.618
H -2.4482 0.6252 -0.6647 -0.148
H -0.5965 -1.3649 -0.7620 0.090
H 0.5717 2.1341 -0.2565 0.091
H 1.9270 0.6232 0.9789 0.236
H 1.0345 -1.7931 0.6598 0.231
N -0.8262 -0.7343 0.0239 -0.422
N -0.3650 1.6421 0.0230 0.071
N 1.3991 0.1601 -0.0313 -0.104
O 1.8040 -1.2074 -0.0830 -0.183
S -2.5069 -0.4734 0.0790 0.757

*three*
11
Properties=species:S:1:pos:R:3:lowdin_charge:R:1 method="wB97M-V/def2-TZVPD" total_charge=0 gap_ha=0.371 homo_ev=-9.6 lumo_ev=0.52
H -0.7859 2.1207 -0.1984 0.060
N 0.1228 1.6047 -0.3013 0.110
C -0.0623 0.3708 -0.0154 -0.603
N -1.3377 -0.1070 0.3729 -0.050
O -1.4316 -1.2840 -0.3466 -0.065
N 0.8806 -0.7010 0.0982 -0.435
S 2.5325 -0.3478 -0.1928 0.702
H -1.9073 0.7187 0.0065 0.140
H -1.1889 -1.0667 -1.2306 0.080
H 0.5487 -1.5413 0.6645 0.130
H 2.6291 0.2330 1.1431 -0.071

Energy above the most stable structure, in kJ/mol: *one* 0.0; *two* 168.9; *three* 82.6

*one*
10
Properties=species:S:1:pos:R:3:lowdin_charge:R:1 method="wB97M-V/def2-TZVPD" total_charge=0 gap_ha=0.382 homo_ev=-10.8 lumo_ev=-0.36
C -0.8136 0.5814 -0.4052 0.080
C 0.3140 0.9105 0.1728 -0.228
F 1.1807 1.8516 -0.1159 0.100
C 0.7720 0.0097 1.6877 -0.317
F -0.1700 -0.9322 1.9301 0.050
O 0.8259 1.0173 2.5432 0.056
F 1.7046 0.7445 3.6992 -0.045
H -1.1846 1.0726 -1.2887 0.073
H -1.4067 -0.2210 -0.0027 0.068
H 1.7234 -0.4850 1.4434 0.162

*two*
10
Properties=species:S:1:pos:R:3:lowdin_charge:R:1 method="wB97M-V/def2-TZVPD" total_charge=0 gap_ha=0.383 homo_ev=-9.7 lumo_ev=0.75
C -0.1693 1.6390 -0.2059 -0.325
C -0.1566 -1.0186 0.7273 0.016
C 0.4591 -0.3218 -0.4869 -0.432
O -0.7403 1.8319 0.8321 0.104
F -0.0509 2.3020 -1.2955 0.169
F 1.8186 -0.1695 -0.6683 0.058
F -0.0515 -0.6349 -1.6091 0.150
H 0.2755 -2.0542 0.8922 0.118
H -1.1202 -1.2861 0.3281 0.083
H -0.2644 -0.2877 1.4862 0.059

Energy above the most stable structure, in kJ/mol: *one* 312.8; *two* 0.0